Molecular formula: C4H11NO2
Method: DFT, ωB97M-V/def2-TZVPD

CARTESIAN COORDINATES (ANGSTROEM)
1 C 1.107 2.347 -2.122
2 C 1.128 -0.628 0.412
3 C -0.316 -0.455 0.605
4 C -2.143 -1.651 1.658
5 H 0.244 0.800 -1.323
6 H 1.951 2.164 -3.040
7 H 0.413 3.153 -2.605
8 H 1.423 2.671 -1.179
9 H 1.582 -1.419 0.833
10 H 1.719 0.228 0.823
11 H 1.278 -0.805 -0.686
12 H 0.148 -1.397 2.298
13 H -2.426 -1.317 0.588
14 H -2.264 -2.702 1.821
15 H -2.841 -1.175 2.548
16 N -0.776 -0.947 1.775
17 O 0.781 0.986 -2.126
18 O -1.008 0.147 -0.282

LUMO energy	0.022	Ha
max |F|	6.1	eV/A
SMILES	CNC(C)=O.CO
gap between HOMO and LUMO	0.3636	Eh
energy relative to the best compared isomer or geometry (same formula, charge and spin)	331.3	kJ/mol